The following is a quantum chemistry calculation of a molecular structure, C23H24IrN7S4Sb at a distorted geometry, from the Open Molecules 2025 dataset.

```
60
Properties=species:S:1:pos:R:3:forces:R:3
Ir 1.200407 0.421353 1.646557 0.2659 0.4058 0.3104
C -0.910758 3.671546 3.433421 0.3356 -0.2175 0.0416
C -2.268280 3.404906 3.200620 -0.0718 -0.3143 -0.1133
C -2.614825 2.146243 2.809361 0.0601 0.4795 0.1837
C -1.626626 1.151138 2.580724 0.2621 -0.3109 0.0398
N -0.291008 1.466898 2.690299 -0.4343 -0.2924 -0.2911
C -0.000443 2.677185 3.183555 0.1790 1.0479 0.4011
N -2.086690 -0.058173 2.308580 -0.6567 -0.1047 -0.0911
C -1.397548 -1.096472 1.902981 -0.2376 0.3142 0.1900
N -0.071559 -1.105600 1.526178 0.4578 0.1894 0.0696
C 0.263278 -2.380579 1.127416 0.4339 -0.0822 -0.2244
N 1.426350 -2.793352 0.680622 -0.0566 -0.7211 0.0411
C 2.519769 -2.075717 0.473736 -0.3779 0.2274 0.0589
C 3.663473 -2.810340 0.067555 0.3939 0.1681 -0.0428
C 4.835812 -2.181785 -0.226216 -0.2832 -0.1013 0.0283
C 4.859245 -0.782869 -0.189344 -0.1982 0.1799 0.0552
C 3.731112 -0.121090 0.216820 0.9387 0.5130 -0.2624
N 2.590563 -0.710194 0.602585 -0.1768 -0.5973 0.0771
C -0.890279 -3.221648 1.236974 -0.3681 0.5935 0.2268
C -1.096346 -4.568140 0.955042 -0.0787 -0.0990 -0.0251
C -2.366933 -5.072978 1.129865 0.3016 -0.1640 -0.1013
C -3.418493 -4.262914 1.576081 -0.1912 0.2761 0.1462
C -3.222009 -2.932227 1.880353 -0.1709 -0.0729 -0.0249
C -1.946241 -2.404561 1.706607 0.6886 -0.2529 -0.1979
H -0.576876 4.621900 3.817075 0.0817 0.0432 0.0449
H -3.014890 4.169513 3.357757 -0.0790 0.0161 0.0139
H -3.640763 1.846147 2.668093 -0.0305 -0.0503 -0.0528
H 1.045651 2.848248 3.412673 -0.1791 0.0712 -0.0653
H 3.550104 -3.879289 0.023738 -0.0334 -0.1333 0.0276
H 5.719575 -2.741807 -0.485837 0.0889 -0.1098 -0.0974
H 5.735463 -0.219185 -0.459541 0.0647 0.1375 -0.0084
H 3.758944 0.959121 0.246052 -0.0426 0.0159 -0.0655
H -0.280533 -5.186216 0.614681 0.0886 -0.0721 -0.0531
H -2.559053 -6.116181 0.926321 -0.0139 -0.0867 -0.0398
H -4.402152 -4.695920 1.686095 -0.0749 -0.0230 0.0373
H -4.029843 -2.309545 2.231398 -0.0880 0.0774 0.0415
S 4.608541 3.389059 -0.221838 -0.9875 0.1634 0.6566
Sb 2.806887 3.684623 1.205289 0.7714 0.0367 -0.7855
S 2.970147 1.621533 2.641764 -0.5341 -0.8657 -0.0036
S 1.204312 2.374623 -0.139644 -0.1288 -0.6027 -0.0462
C 0.184216 2.685275 -3.687747 0.2029 0.0475 -0.2909
N -0.913826 2.302705 -2.821742 0.0847 -0.1236 -0.0893
C -1.485656 3.439793 -2.132352 -0.2642 0.2697 0.1077
C -0.933951 1.106070 -2.188559 -0.2546 -0.0883 0.1578
S -1.389781 1.044052 -0.562582 -0.0688 -0.0088 0.3370
N -0.660113 -0.027728 -2.852627 0.1115 0.4651 0.0428
C -0.543744 -1.270570 -2.125571 0.1463 -0.4063 0.3896
C -0.734481 -0.162427 -4.289590 0.0069 0.0149 -0.3029
H 0.867453 3.332760 -3.129999 0.0144 -0.0165 -0.0338
H -0.200124 3.233009 -4.550062 0.0764 -0.0367 -0.0339
H 0.744024 1.820990 -4.024285 0.0362 -0.0203 -0.0244
H -1.642141 4.239739 -2.853720 0.0159 0.0019 -0.0995
H -0.817952 3.790751 -1.339992 -0.0622 0.0616 -0.0245
H -2.435293 3.153422 -1.685998 0.0504 0.1562 -0.0357
H -0.068026 -1.089952 -1.161878 -0.0310 -0.1176 -0.1490
H 0.064636 -1.965122 -2.701546 0.0355 0.0071 -0.0500
H -1.525907 -1.717178 -1.945399 0.0318 -0.0116 0.0180
H -1.270932 0.675024 -4.726776 0.0070 0.0641 -0.0044
H -1.273827 -1.081013 -4.523093 -0.0429 0.0290 0.0097
H 0.257942 -0.236853 -4.740931 -0.0151 0.0303 -0.0238
```
Forces are in eV/Å.

Output
- HOMO (spin up / spin down) (eV) = -5.35 / -7.73
- ΔE to the lowest compared entry with this formula, charge and spin (eV) = 0.1300
- spin multiplicity = 6
- E_LUMO (spin up / spin down) (eV) = -0.11 / -2.97
- frontier orbital gap (spin up / spin down) (eV) = 5.233 / 4.760